Entry 1:
Formula: C37H65BrClN3O9P2
Source: the Open Molecules 2025 dataset
Level of theory: ωB97M-V/def2-TZVPD

XYZ file:
```
118
Properties=species:S:1:pos:R:3
C 1.752 -1.944 4.706
C 1.869 -1.702 3.406
C 2.046 -0.318 2.856
C 1.190 0.175 1.676
C -0.305 0.258 2.008
C -0.702 0.119 3.482
O -1.021 -0.926 3.916
Br -0.839 1.637 4.711
N 1.756 1.497 1.247
P 1.302 2.868 2.127
O 0.747 3.822 0.906
Cl 3.199 3.678 2.433
C 1.360 -0.703 0.383
O 0.831 -1.971 0.698
C 1.194 -3.098 -0.092
C 0.087 -4.166 -0.064
C -0.922 -4.152 -1.264
C -2.409 -3.965 -0.870
C -3.301 -3.543 -2.074
C -2.870 -2.218 -2.718
C -3.987 -1.170 -2.904
C -3.382 0.161 -3.409
C -3.750 1.312 -2.465
C -3.635 2.670 -3.178
C -4.079 3.898 -2.329
C -4.520 3.551 -0.920
C -5.955 2.976 -0.923
N -6.133 1.746 -0.180
C -7.149 0.858 -0.434
C -7.063 -0.195 0.435
C -5.940 0.046 1.272
C -5.402 1.242 0.847
C 2.822 -0.731 -0.066
C 3.245 -0.018 -1.182
C 4.588 -0.058 -1.536
C 5.458 -0.803 -0.757
C 4.934 -1.480 0.336
N 3.653 -1.457 0.692
P 0.147 -0.090 -0.960
O 0.592 -0.825 -2.356
O 0.461 1.486 -1.284
H 1.979 -2.922 5.105
H 1.413 -1.198 5.414
H 1.884 -2.552 2.742
H 3.103 -0.212 2.625
H 1.868 0.380 3.682
H -0.855 -0.549 1.538
H -0.754 1.171 1.615
H 2.769 1.448 1.303
H 0.039 4.350 1.296
H 2.083 -3.533 0.371
H 1.458 -2.876 -1.126
H -0.403 -4.097 0.904
H 0.610 -5.121 -0.104
H -0.625 -3.369 -1.959
H -0.817 -5.103 -1.785
H -2.434 -3.171 -0.120
H -2.763 -4.881 -0.397
H -4.325 -3.465 -1.714
H -3.247 -4.361 -2.793
H -2.344 -2.410 -3.657
H -2.130 -1.765 -2.057
H -4.451 -1.033 -1.929
H -4.700 -1.567 -3.625
H -2.301 0.048 -3.380
H -3.712 0.373 -4.423
H -4.757 1.115 -2.111
H -3.026 1.279 -1.652
H -4.260 2.627 -4.067
H -2.594 2.814 -3.462
H -4.866 4.445 -2.845
H -3.229 4.575 -2.250
H -4.547 4.478 -0.342
H -3.806 2.913 -0.412
H -6.672 3.705 -0.546
H -6.216 2.756 -1.956
H -7.877 1.000 -1.214
H -7.704 -1.056 0.477
H -5.569 -0.562 2.071
H -4.540 1.762 1.213
H 2.586 0.569 -1.799
H 4.918 0.492 -2.404
H 6.506 -0.850 -1.004
H 5.604 -2.075 0.945
H -0.236 -1.092 -2.775
H -0.242 2.057 -0.959
C 6.333 -2.596 8.066
O 6.707 -3.788 7.400
C 5.602 -4.521 6.897
C 5.424 -4.315 5.409
O 5.050 -2.981 5.106
C 6.121 -2.196 4.621
H 7.237 -2.010 8.227
H 5.630 -2.006 7.473
H 5.884 -2.824 9.039
H 4.685 -4.251 7.429
H 5.803 -5.581 7.084
H 4.615 -4.965 5.059
H 6.336 -4.594 4.874
H 6.379 -2.487 3.596
H 7.007 -2.283 5.255
H 5.792 -1.157 4.616
C 1.779 3.227 -4.319
O 1.709 4.204 -5.343
C 0.651 3.967 -6.258
C -0.547 4.841 -5.961
O -1.148 4.498 -4.721
C -0.807 5.380 -3.666
H 2.461 3.590 -3.552
H 0.802 3.049 -3.864
H 2.168 2.285 -4.720
H 0.358 2.912 -6.247
H 1.027 4.204 -7.258
H -1.301 4.685 -6.740
H -0.260 5.897 -5.975
H -1.318 6.341 -3.788
H 0.271 5.547 -3.612
H -1.136 4.924 -2.733
```

The value obtained for the HOMO-LUMO gap is 8.4 eV. The calculation puts the LUMO energy at 0.16 eV. The SMILES is C=CC[C@@](CC(=O)Br)(NP(O)Cl)[C@](OCCCCCCCCCCCCCn1cccc1)(c1ccccn1)P(O)O.COCCOC.COCCOC. The value obtained for the HOMO energy is -0.3015 Ha. Its net charge is 0.

Here are the Löwdin charges for atoms 1 to 8, given in e: number 1, C, carries 0.02; number 2, C, carries -0.16; number 3, C, carries -0.14; number 4, C, carries -0.43; number 5, C, carries -0.15; number 6, C, carries -0.79; number 7, O, carries 0.05; number 8, Br, carries 0.65

Entry 2:
Formula: C37H65NO18
Source: the Open Molecules 2025 dataset
Level of theory: ωB97M-V/def2-TZVPD

XYZ file:
```
121
Properties=species:S:1:pos:R:3
C 2.811 -0.154 -1.136
C 3.412 0.959 -0.044
C 2.957 2.517 -0.447
C 1.334 2.579 -0.209
C 0.885 3.650 0.993
C -0.615 4.173 0.587
C -1.676 3.110 0.365
C -3.166 3.716 -0.092
O -4.310 3.245 0.414
C -3.073 4.983 -1.180
C -4.067 5.088 -2.480
C -5.622 5.471 -2.142
C -6.603 4.206 -1.798
C -6.366 2.864 -2.707
N -5.570 1.792 -1.978
C -6.430 1.049 -0.958
C -5.689 -0.154 -0.065
O -7.727 1.287 -0.735
C -2.006 6.042 -0.969
C -1.029 5.778 0.362
O -0.628 6.735 1.201
H 3.594 -1.054 -1.163
H 1.761 -0.578 -0.808
H 2.674 0.320 -2.206
H 2.866 0.736 0.994
H 4.564 0.854 0.131
H 3.573 3.323 0.136
H 3.205 2.683 -1.601
H 0.900 1.509 0.040
H 0.846 2.903 -1.249
H 1.666 4.530 0.944
H 0.865 3.100 2.038
H -1.464 1.958 0.467
H -3.643 5.982 -3.148
H -3.913 4.118 -3.116
H -5.638 6.255 -1.247
H -6.058 6.041 -3.086
H -7.715 4.573 -2.032
H -6.616 3.943 -0.636
H -7.414 2.432 -3.086
H -5.755 3.100 -3.698
H -5.272 1.051 -2.660
H -4.834 -0.651 -0.709
H -5.184 0.307 0.888
H -6.478 -0.983 0.255
H -1.859 6.971 -1.668
C -0.504 -4.684 3.059
C -0.461 -3.884 1.768
O 0.773 -3.165 1.654
C 1.845 -3.900 1.268
O 1.844 -5.093 1.006
O 2.929 -3.084 1.250
C 4.152 -3.755 0.951
H -0.303 -4.037 3.919
H -1.482 -5.156 3.189
H 0.260 -5.468 3.066
H -1.263 -3.140 1.777
H -0.623 -4.522 0.891
H 4.073 -4.331 0.025
H 4.433 -4.401 1.787
H 4.930 -2.998 0.820
C 11.065 -4.744 0.726
C 9.998 -5.175 1.718
O 8.736 -5.352 1.065
C 8.594 -6.506 0.368
O 9.430 -7.390 0.261
O 7.369 -6.496 -0.216
C 7.125 -7.617 -1.064
H 10.740 -3.856 0.173
H 12.003 -4.519 1.240
H 11.258 -5.526 -0.015
H 9.862 -4.387 2.466
H 10.290 -6.084 2.256
H 7.308 -8.560 -0.540
H 7.748 -7.545 -1.961
H 6.075 -7.590 -1.368
C 10.893 -7.792 -6.446
C 10.512 -6.618 -5.560
O 9.598 -5.745 -6.234
C 8.310 -6.166 -6.278
O 7.873 -7.198 -5.793
O 7.594 -5.252 -6.980
C 6.231 -5.622 -7.186
H 11.270 -7.439 -7.411
H 11.660 -8.405 -5.966
H 10.027 -8.427 -6.657
H 11.408 -6.030 -5.335
H 10.097 -6.952 -4.601
H 5.740 -5.872 -6.241
H 6.177 -6.462 -7.885
H 5.711 -4.768 -7.629
C 0.658 6.545 4.245
C 0.890 6.067 5.667
O 0.616 7.112 6.608
C -0.695 7.337 6.868
O -1.639 6.730 6.386
O -0.779 8.375 7.738
C -2.116 8.781 8.024
H 1.227 7.459 4.048
H 0.957 5.778 3.525
H -0.396 6.785 4.073
H 1.944 5.797 5.790
H 0.299 5.172 5.896
H -2.727 7.936 8.353
H -2.556 9.256 7.142
H -2.082 9.516 8.833
C -10.659 2.095 1.424
C -10.592 0.860 0.543
O -11.634 -0.064 0.879
C -12.866 0.244 0.404
O -13.152 1.215 -0.279
O -13.734 -0.702 0.844
C -15.093 -0.446 0.494
H -10.656 1.814 2.482
H -9.809 2.756 1.230
H -11.580 2.660 1.249
H -9.642 0.345 0.714
H -10.631 1.120 -0.522
H -15.201 -0.276 -0.581
H -15.466 0.412 1.062
H -15.684 -1.324 0.765
```

The value obtained for the HOMO-LUMO gap is 8.1 eV. The calculation puts the LUMO energy at -1.33 eV. The SMILES is CCCCCC1=CC(=O)C(CCCCNC(C)=O)=CC1=O.CCOC(=O)OC.CCOC(=O)OC.CCOC(=O)OC.CCOC(=O)OC.CCOC(=O)OC. The value obtained for the HOMO energy is -0.3470 Ha. Its net charge is 0.

Here are the Löwdin charges for atoms 1 to 8, given in e: number 1, C, carries -0.14; number 2, C, carries -0.25; number 3, C, carries -0.22; number 4, C, carries -0.22; number 5, C, carries -0.15; number 6, C, carries -0.09; number 7, C, carries 0.05; number 8, C, carries -0.17

Entry 3:
Formula: C37H66BrFN2O6P
Source: the Open Molecules 2025 dataset
Level of theory: ωB97M-V/def2-TZVPD

XYZ file:
```
114
Properties=species:S:1:pos:R:3
C -5.102 -4.240 -3.743
C -5.121 -3.475 -2.282
C -3.726 -3.596 -1.429
C -2.469 -2.722 -2.045
C -1.046 -3.204 -1.356
C 0.163 -2.420 -2.118
C 0.518 -0.919 -1.569
O -0.630 -0.088 -1.194
C -1.028 -0.215 0.207
F -2.541 -0.243 0.192
C -0.667 1.128 1.137
Br -0.944 2.850 0.090
C -1.726 1.053 2.430
C -2.993 2.085 2.294
P 1.962 -0.893 -0.265
N 1.776 -2.066 0.870
C 1.175 -0.128 -2.899
C 2.422 -0.996 -3.509
C 2.042 -1.683 -4.986
O 2.891 -2.877 -5.112
C 2.110 -4.102 -5.344
C 2.640 -5.079 -6.594
O 1.071 -4.422 -4.564
O 1.478 1.208 -2.425
C 1.921 2.168 -3.410
C 1.535 1.913 -4.972
C 1.464 3.371 -5.788
C 0.374 3.370 -7.013
C -0.620 4.689 -7.024
O -0.528 5.742 -6.208
O -1.688 4.742 -8.061
C 3.558 2.511 -3.367
C 4.064 3.025 -1.883
C 3.076 3.635 -0.722
C 3.768 4.144 0.676
C 5.389 4.061 0.924
C 6.421 3.445 -0.217
C 8.050 3.354 -0.062
C 5.714 2.931 -1.623
H -4.252 -5.040 -3.856
H -5.108 -3.454 -4.641
H -6.130 -4.827 -3.845
H -5.955 -4.037 -1.639
H -5.519 -2.383 -2.434
H -3.392 -4.736 -1.497
H -3.944 -3.311 -0.315
H -2.395 -3.037 -3.194
H -2.639 -1.564 -2.042
H -1.033 -3.155 -0.188
H -0.936 -4.359 -1.636
H -0.133 -2.361 -3.267
H 1.127 -3.097 -2.039
H -0.718 -1.208 0.741
H 0.399 1.080 1.616
H -2.030 -0.063 2.693
H -1.097 1.425 3.375
H -2.659 3.202 2.453
H -3.717 1.839 3.211
H -3.653 1.918 1.329
H 1.989 0.440 0.277
H 3.261 -1.130 -0.856
H 0.927 -2.633 0.655
H 0.291 -0.200 -3.699
H 3.392 -0.339 -3.738
H 2.794 -1.885 -2.845
H 2.406 -0.908 -5.786
H 0.895 -1.868 -5.124
H 2.159 -6.139 -6.449
H 2.406 -4.569 -7.621
H 3.828 -5.125 -6.486
H 1.415 3.212 -3.119
H 0.500 1.400 -5.167
H 2.391 1.273 -5.505
H 1.272 4.266 -5.024
H 2.554 3.565 -6.216
H 1.007 3.442 -8.023
H -0.250 2.357 -7.096
H -1.433 5.441 -8.763
H 4.216 1.672 -3.844
H 3.673 3.458 -4.085
H 1.933 3.702 -0.968
H 3.043 4.613 1.486
H 5.884 4.458 1.913
H 8.556 2.563 -0.760
H 8.478 4.412 -0.406
H 8.317 3.255 1.075
H 6.422 2.505 -2.474
C -4.650 -0.523 6.186
C -3.211 -0.444 5.684
C -2.195 -1.155 6.580
N -1.530 -0.272 7.664
C -0.467 0.619 7.037
C -2.500 0.557 8.501
C -3.116 -0.466 9.428
C -1.929 -1.317 9.846
C -0.891 -1.196 8.730
H -4.820 0.065 7.087
H -5.334 -0.137 5.423
H -4.936 -1.558 6.399
H -2.936 0.596 5.487
H -3.198 -0.954 4.711
H -1.366 -1.531 5.964
H -2.647 -2.020 7.078
H -0.943 1.266 6.295
H 0.287 -0.021 6.569
H -0.007 1.225 7.821
H -1.908 1.283 9.072
H -3.188 1.106 7.859
H -3.856 -1.084 8.912
H -3.617 -0.001 10.285
H -2.223 -2.357 10.015
H -1.503 -0.944 10.785
H -0.630 -2.152 8.266
H 0.018 -0.711 9.102
```

The value obtained for the HOMO-LUMO gap is 7.3 eV. The calculation puts the LUMO energy at -2.28 eV. The value obtained for the HOMO energy is -0.3525 Ha. Its net charge is +1.

Here are the Löwdin charges for atoms 1 to 8, given in e: number 1, C, carries -0.16; number 2, C, carries -0.27; number 3, C, carries -0.23; number 4, C, carries -0.20; number 5, C, carries -0.18; number 6, C, carries -0.15; number 7, C, carries -0.42; number 8, O, carries -0.12

Entry 4:
Formula: C37H66BrN2O23S
Source: the Open Molecules 2025 dataset
Level of theory: ωB97M-V/def2-TZVPD

XYZ file:
```
130
Properties=species:S:1:pos:R:3
C 0.117 -1.306 2.542
C 0.563 -0.227 1.619
C 1.483 -0.440 0.277
O 1.510 -1.861 -0.200
C 2.790 -2.136 -0.903
O 3.149 -1.215 -1.833
C 3.741 -3.468 -0.619
C 4.572 -4.259 -1.827
C 5.530 -5.565 -1.413
N 6.294 -6.209 -2.575
N 5.636 -6.081 0.028
Br 6.688 -7.601 0.510
C 4.908 -5.412 1.198
C 3.972 -4.093 0.908
C 3.204 -3.302 2.133
C 3.737 -3.691 3.634
C 5.232 -3.132 4.009
C 5.895 -2.121 2.901
S 7.419 -1.187 3.575
O 8.570 -1.175 2.495
O 6.919 0.247 3.935
O 7.961 -2.065 4.974
H -0.206 -2.380 2.206
H 0.062 -1.079 3.709
H 0.266 0.888 1.898
H 2.557 -0.009 0.488
H 1.000 0.204 -0.579
H 4.505 -3.872 -2.950
H 6.562 -5.391 -3.195
H 7.227 -6.531 -2.185
H 5.011 -5.830 2.300
H 2.064 -3.652 2.077
H 3.164 -2.121 1.966
H 2.976 -3.191 4.405
H 3.710 -4.872 3.805
H 5.137 -2.531 5.030
H 5.941 -4.059 4.207
H 5.161 -1.337 2.438
H 6.322 -2.796 2.014
H 8.283 -2.981 4.663
C 2.021 3.668 -3.092
C 1.097 2.479 -3.292
O -0.147 2.669 -2.607
C -1.014 3.533 -3.189
O -0.829 4.145 -4.232
O -2.114 3.623 -2.403
C -3.063 4.589 -2.850
H 2.161 3.871 -2.026
H 2.998 3.480 -3.550
H 1.607 4.576 -3.536
H 1.561 1.586 -2.862
H 0.924 2.273 -4.355
H -3.352 4.412 -3.891
H -2.653 5.596 -2.729
H -3.957 4.502 -2.226
C -0.452 -2.022 -2.571
C -1.375 -3.212 -2.772
O -2.619 -3.021 -2.086
C -3.486 -2.157 -2.669
O -3.302 -1.546 -3.711
O -4.587 -2.067 -1.883
C -5.535 -1.102 -2.330
H -0.311 -1.819 -1.505
H 0.526 -2.211 -3.029
H -0.866 -1.114 -3.015
H -0.912 -4.105 -2.342
H -1.548 -3.418 -3.835
H -5.824 -1.279 -3.371
H -5.125 -0.095 -2.208
H -6.429 -1.189 -1.706
C 6.076 -13.510 -3.706
C 4.895 -12.818 -4.365
O 4.211 -11.967 -3.437
C 4.829 -10.796 -3.146
O 5.894 -10.411 -3.606
O 4.073 -10.133 -2.237
C 4.669 -8.928 -1.763
H 5.755 -14.048 -2.809
H 6.543 -14.220 -4.398
H 6.836 -12.792 -3.390
H 4.173 -13.571 -4.694
H 5.200 -12.253 -5.254
H 4.940 -8.264 -2.590
H 5.547 -9.163 -1.153
H 3.939 -8.412 -1.133
C 2.178 9.142 -5.826
C 3.644 8.810 -5.606
O 4.161 9.493 -4.457
C 3.790 8.987 -3.255
O 3.073 8.014 -3.074
O 4.332 9.762 -2.284
C 3.927 9.400 -0.966
H 2.033 10.225 -5.887
H 1.813 8.682 -6.751
H 1.557 8.785 -5.001
H 4.225 9.155 -6.466
H 3.807 7.729 -5.518
H 4.125 8.342 -0.764
H 2.865 9.627 -0.828
H 4.504 9.999 -0.256
C -4.483 1.948 0.518
C -5.560 2.639 -0.302
O -6.797 2.701 0.419
C -6.857 3.624 1.409
O -5.964 4.396 1.728
O -8.070 3.528 2.006
C -8.221 4.376 3.142
H -4.823 0.961 0.846
H -3.566 1.832 -0.069
H -4.240 2.515 1.420
H -5.751 2.058 -1.208
H -5.248 3.641 -0.619
H -8.000 5.419 2.893
H -7.576 4.027 3.954
H -9.261 4.315 3.475
C -9.584 3.796 9.078
C -10.873 3.714 8.278
O -11.397 5.020 8.008
C -10.757 5.724 7.043
O -9.794 5.342 6.392
O -11.352 6.937 6.937
C -10.701 7.820 6.027
H -9.734 4.380 9.991
H -9.234 2.794 9.350
H -8.792 4.291 8.512
H -11.629 3.185 8.865
H -10.737 3.153 7.345
H -10.591 7.363 5.039
H -9.726 8.114 6.428
H -11.318 8.717 5.924
```

The value obtained for the HOMO-LUMO gap is 5.7 eV. The calculation puts the LUMO energy at -5.85 eV. The value obtained for the HOMO energy is -0.4238 Ha. Its net charge is +1.

Here are the Löwdin charges for atoms 1 to 8, given in e: number 1, C, carries -0.03; number 2, C, carries -0.10; number 3, C, carries -0.17; number 4, O, carries -0.14; number 5, C, carries -0.20; number 6, O, carries 0.01; number 7, C, carries 0.07; number 8, C, carries 0.12

Number 1: strongest force on any atom 0.0408 Eh/bohr. Number 2: strongest force on any atom 0.1600 Eh/bohr. Number 3: strongest force on any atom 0.1669 Eh/bohr. Number 4: strongest force on any atom 0.1762 Eh/bohr.